DFT (ωB97M-V/def2-TZVPD) results for a molecular structure, C36H38AlBr2ClF2I3N4O17PS at a distorted geometry.

Results
**E_HOMO**: -7.26 eV
**DFT total energy**: -10574.64669 a.u.
**LUMO level**: -6.21 eV
**Gap between HOMO and LUMO**: 1.0 eV

```
106
C36H38AlBr2ClF2I3N4O17PS | the OMol25 dataset | ωB97M-V/def2-TZVPD
O -1.905 -3.096 3.645
C -6.804 7.077 0.810
C 7.138 0.554 -1.390
H -1.069 1.925 3.408
O -4.177 1.420 2.115
H 6.330 -5.026 -8.449
O 3.909 -6.695 3.992
C -0.882 -0.918 -0.181
H 0.488 4.832 7.219
H 0.274 1.545 -1.439
C 4.335 0.524 -1.955
H -7.011 7.568 -0.133
H -3.558 0.832 1.649
H -1.882 -2.969 2.685
C -1.793 2.127 -2.372
Al -1.131 -4.321 1.605
O 3.371 -4.639 4.332
H 0.380 3.011 5.512
O 8.348 0.570 -1.187
C 6.192 -0.062 -0.448
I 4.073 -4.580 -1.109
C -0.670 -2.872 -2.858
C 0.589 -1.776 2.236
C 4.883 -0.076 -0.707
C -2.454 4.473 4.822
O -3.385 -2.206 -5.006
H 4.065 -5.870 -8.300
H 0.258 3.113 -2.532
O -5.925 5.219 -0.340
C -7.090 7.644 1.987
H -5.971 5.129 4.129
H 2.081 -3.096 3.490
H -2.873 1.236 -0.573
C 1.361 -2.163 3.657
C 0.082 -3.339 -1.438
C -0.420 3.740 5.602
C 2.368 -6.212 -3.196
C 4.500 -4.476 -5.985
C -2.483 5.520 5.731
H -1.579 1.979 -3.514
H -6.204 1.721 2.191
H 2.193 -3.841 -3.021
Br -2.146 8.286 7.699
H 1.983 -1.245 4.044
C -0.360 4.752 6.548
I -0.385 -6.551 -1.540
S -2.327 -1.093 -4.639
C -0.034 -2.309 -0.125
C -6.179 5.620 3.186
H -3.576 0.573 -2.189
C -0.267 -0.402 2.121
H 6.604 -0.496 0.455
H 3.348 -6.101 -3.869
O 3.956 -3.742 -5.176
C -6.185 5.739 0.736
C -1.554 -1.456 -2.976
O 1.233 1.253 3.836
C 5.982 -5.275 -7.443
H 4.866 1.609 -3.780
H -5.686 0.033 1.938
O 3.129 0.478 -2.175
C 4.734 -6.091 -7.461
C -6.798 6.958 3.261
N 0.696 -2.762 1.112
Br -5.359 3.000 -0.990
C 2.241 -4.818 -2.343
F 5.022 -7.412 -7.437
O -3.104 0.249 -4.734
H -2.843 -3.245 3.839
C -5.481 1.076 1.685
H 2.580 -7.163 -2.513
H -2.535 3.060 -2.302
C -5.893 5.053 2.010
H 6.798 -5.762 -6.900
P -0.289 0.738 3.698
H 1.412 -4.910 -0.227
C -0.332 2.516 -1.683
O -7.058 7.479 4.337
C -1.414 5.658 6.609
C -2.560 0.873 -1.640
H -0.705 0.038 4.892
H 0.595 -2.483 4.511
H -5.560 1.222 0.605
N 3.298 -5.671 3.644
H 1.488 -6.391 -3.967
O 5.579 -4.115 -6.744
C -1.652 -0.531 -1.616
H -5.438 4.073 1.937
H -1.402 6.465 7.336
O 4.102 -5.752 -6.248
H -7.544 8.625 2.059
I -0.510 -4.157 -4.678
C 6.588 1.178 -2.625
H -3.267 4.321 4.118
Cl -0.610 3.632 -0.212
H 8.365 1.657 -3.084
N -1.053 0.076 0.937
N -1.444 3.580 4.737
H 3.103 -0.535 -0.237
O 2.613 -5.679 2.607
C 5.279 1.161 -2.886
O 7.481 1.778 -3.494
H -3.319 6.210 5.752
F -1.084 -0.979 -5.865
O 3.987 -0.651 0.176
C 0.940 -4.769 -1.315
```